(1)
C5H3NO2 | ωB97M-V with the def2-TZVPD basis set

spin multiplicity = 1
charge = 0
electronic energy = -397.3917 a.u.

Each line ends with the Mulliken charge.
Atoms and positions in Å:
C 1.7421 0.0868 0.0719  -0.063
C 0.8925 1.1480 0.0588  -0.140
H -0.3585 -2.2920 -0.3692  0.312
C -2.3845 -0.0559 -0.1604  -0.076
C -0.2072 -1.1679 -0.0959  0.020
H 1.0875 2.3853 0.3261  0.218
O 1.1606 -1.0833 -0.0558  -0.310
C -0.9043 -0.0910 -0.2007  0.512
O -0.3407 1.0730 -0.3914  -0.311
H 2.8452 -0.0055 0.5713  0.274
N -3.5326 0.0023 0.2455  -0.435

(2)
C6H18F2HfO6 | ωB97M-V with the def2-TZVPD basis set

spin multiplicity = 1
charge = +2
electronic energy = -937.5989 a.u.

Each line ends with the Mulliken charge.
Atoms and positions in Å:
C -1.5290 -0.5196 1.7688  -0.083
H 3.2649 3.5120 2.1139  0.422
H -0.8948 -1.2173 -2.7860  0.373
O 2.1006 1.9966 1.1077  -0.255
H -2.5228 -1.0615 -0.0038  0.236
H -0.5768 2.8644 3.6209  0.324
F 1.0926 -0.2858 -0.1877  -0.432
H 1.8683 3.9235 1.0530  0.282
Hf 3.4214 -0.0494 0.1087  1.719
C 1.3056 3.3607 3.0088  -0.482
F 3.0289 -0.9266 -2.1317  -0.538
H 0.5147 -1.7307 -1.1376  0.367
H -0.4416 -4.8837 -4.5460  0.341
H 0.1696 -0.8516 1.0287  0.461
H 1.4987 4.3099 3.5087  0.424
O -0.1140 3.0489 2.8004  -0.512
C -0.2035 -2.0517 -2.9049  -0.253
C 2.2654 3.2237 1.7883  -0.446
H -1.3556 0.2489 -0.2822  0.278
O -3.3108 0.6836 0.5396  -0.460
H -1.3975 -2.7243 -4.4879  0.366
H 1.7736 2.6507 3.6907  0.310
O 0.0048 -4.2191 -4.0163  -0.444
H 0.5668 -1.6204 -3.5442  0.321
C -2.0939 -0.1503 0.4132  -0.330
C -0.9311 -3.1662 -3.6074  -0.525
O 0.2802 -2.5302 -1.6146  -0.347
H 1.1520 1.9442 0.9699  0.190
O -0.3885 -1.3032 1.6660  -0.440
H -2.3457 -1.0140 2.2947  0.398
H -3.1070 1.6182 0.4592  0.325
H -1.4190 0.4674 2.2179  0.083
H -1.6765 -3.5469 -2.9091  0.329

no.,HOMO-LUMO gap (eV)
1,8.5
2,2.5